A structure of composition C29H32N4O2SSbSr in a non-equilibrium geometry. Source: OMol25; level of theory: ωB97M-V with the def2-TZVPD basis set.

## Properties
ΔE to the lowest compared entry with this formula, charge and spin = 1031.1 kJ/mol
molecular weight = 710.0 g mol⁻¹
strongest force on any atom = 14.7 eV/Å
E_LUMO = -0.1195 hartree
net charge = +1
HOMO level = -10.4 eV
orbital gap = 7.131 eV
2S+1 = 1

Structure (XYZ):
```
70
Properties=species:S:1:pos:R:3:forces:R:3
H 0.28180 4.74000 0.31690 -0.1095 0.0551 -0.1194
H 3.29770 2.75640 1.25460 0.3257 0.3668 0.1410
H 3.11860 -2.93060 -0.03640 -0.1716 -0.1207 0.0435
H -3.88820 -0.63780 -0.81060 0.2706 -0.5874 0.5216
C 4.25810 2.40660 0.87120 -0.4812 0.9412 -0.2478
C 1.66750 6.74020 2.67300 -0.0241 -0.0819 -0.0550
H 1.85600 7.77950 2.89350 0.0594 0.0789 0.0084
H -1.53620 -3.99440 0.34370 0.0228 -0.2413 0.1175
H -1.62700 -1.97420 -2.61000 0.1816 0.0781 -0.3575
H -5.07960 1.39470 1.65060 -0.4761 0.1044 0.0663
N 0.79110 2.71960 1.88560 -0.3450 -2.4601 -0.1797
C 1.03420 6.38310 1.49390 0.1106 -0.0185 0.1931
H 4.18120 2.50580 -0.20910 0.2790 0.3710 -0.0804
C -1.75020 1.85610 -2.29860 -0.0572 0.2647 0.1245
H -1.41400 -0.34720 2.58800 0.6479 0.0746 0.1516
H -3.93350 1.43980 -2.40380 -0.6047 0.0428 0.0412
H 2.55250 6.03990 4.48280 0.0706 -0.0038 0.1927
C -1.60570 -0.89030 -2.58430 -0.0586 -0.2349 -0.1582
C -4.47650 1.55920 -0.36010 -0.4375 -0.1630 -0.6004
H -7.42790 0.80640 1.02120 -0.1193 0.0037 -0.0234
C -6.99610 0.85100 -1.08670 -0.3282 -0.1224 -0.0345
H 1.74420 -1.39070 2.02440 1.1229 -0.4503 0.5020
H -6.25190 0.85830 -3.10670 -0.1197 0.0443 0.0105
C 2.90320 -1.87530 -0.17630 -0.5466 0.1417 -0.2157
C -2.91870 -2.47210 -0.23230 -0.2433 -0.4372 0.2620
O 0.85300 0.55160 2.34680 0.5354 3.1028 1.1263
C 2.86120 -1.49700 2.16740 -0.7667 0.1140 0.0920
C -6.68750 0.99600 0.25790 -0.4229 -0.1789 0.1080
H -1.86340 1.92420 -4.43270 0.0197 0.0067 -0.0987
C 3.43000 0.23580 0.68380 -1.9925 0.4909 -1.9526
C -1.73480 -0.93800 1.74530 -1.6086 -2.2858 2.5007
C 1.78280 4.42390 3.32690 -0.2718 -0.3328 -0.3781
H 3.35650 -1.52720 -1.10510 -0.3060 -0.2074 -0.0554
Sb -2.70030 1.66370 0.52590 -0.6774 4.6424 2.4089
H -0.60940 -2.67820 2.24740 -0.0106 -0.1216 -0.0499
H 1.79160 -1.64960 -0.18160 0.9745 -0.6783 -0.3022
C -1.88980 -2.99720 0.54390 -0.3081 -0.4212 -0.4958
N 1.30710 1.77460 2.59060 -0.5788 -0.9462 0.1347
C -5.40470 1.34380 0.61060 -0.8665 0.0117 0.8566
H 3.15900 -0.80550 2.95250 -0.0988 -0.0465 0.0766
C 5.39310 0.55880 2.03240 0.6072 -0.3251 0.4710
H 0.75370 7.14490 0.78650 -0.0855 0.0695 -0.1495
C 0.76390 5.05360 1.22720 -0.0139 -0.7035 -0.0003
H 6.34520 1.00950 1.76020 -0.0195 0.0622 -0.0707
C -2.51110 -0.35060 0.80830 -5.8565 -2.1899 1.9845
H -7.99490 0.55900 -1.37520 -0.0930 0.0097 -0.0122
C -1.33640 -2.25340 1.56710 0.2146 -0.0564 0.7330
C -1.76730 1.28960 -3.56460 0.0189 0.0056 -0.3676
N 4.35620 1.01600 1.15220 0.1175 -0.5628 0.3826
C 1.12480 4.06780 2.14560 0.3551 1.3025 0.3506
C -3.21130 -1.13720 -0.09760 -1.7178 -0.4599 0.2844
H 5.09810 2.94800 1.28800 0.0652 0.0190 0.0424
O -0.06170 2.42860 0.92870 0.2014 1.8889 0.6593
S 2.11210 0.94590 -0.27560 3.1859 -0.4631 -0.2762
C -1.67480 1.05260 -1.17670 -1.6739 2.1632 -4.2017
H -3.39750 -3.04610 -1.01250 -0.0076 -0.1741 0.0795
H 2.04350 3.64310 4.02110 0.0915 0.0279 0.1876
C -4.74720 1.37390 -1.68190 -0.0032 0.0536 -1.1882
C 2.05030 5.75680 3.57370 0.0139 0.0265 -0.0219
H -1.90510 2.92620 -2.14400 0.1259 -0.2042 -0.2944
C -1.77800 -0.09030 -3.69870 0.0898 0.1674 -0.4059
H 3.16660 -2.50270 2.43940 -0.1549 -0.1537 0.0155
H -1.92750 -0.54800 -4.66360 0.1313 0.0310 -0.1789
H 5.15760 0.84330 3.05770 0.0214 0.0188 0.0962
Sr -0.39460 0.28020 0.36790 13.4218 1.8209 5.7673
H -1.35670 -0.93740 -0.53140 -0.5002 -1.9840 -2.2808
N 3.49680 -1.13350 0.90970 0.1475 0.1557 0.0968
C -6.02870 1.02940 -2.06180 -0.1063 -0.0690 -0.2443
C -1.50320 -0.30030 -1.35700 -1.1475 -1.2746 -5.6972
H 5.48450 -0.52120 1.97560 -0.0188 0.0024 -0.0360
```
Positions in Å, forces in eV/Å.

Löwdin atomic charge list, values in e, 8 entries: atom 1 (H): 0.11, atom 2 (H): 0.06, atom 3 (H): 0.10, atom 4 (H): 0.13, atom 5 (C): -0.08, atom 6 (C): -0.07, atom 7 (H): 0.11, atom 8 (H): 0.12

=====

A structure of composition C33H41GeN7O2Ru. Source: OMol25; level of theory: ωB97M-V with the def2-TZVPD basis set.

## Properties
ΔE to the lowest compared entry with this formula, charge and spin = 1.2 kJ/mol
molecular weight = 741.4 g mol⁻¹
strongest force on any atom = 0.2 eV/Å
E_LUMO (spin up / spin down) = -0.1038 / -0.1213 hartree
net charge = +1
HOMO level (spin up / spin down) = -8.7 / -10.6 eV
orbital gap (spin up / spin down) = 5.869 / 7.346 eV
2S+1 = 2

Structure (XYZ):
```
85
Properties=species:S:1:pos:R:3:forces:R:3
H -0.70598 -5.03612 0.19571 -0.0018 0.0030 0.0022
C 0.74429 -1.72764 -1.73461 0.0041 -0.0197 -0.0210
H 0.30171 -1.85780 1.58769 -0.0048 -0.0129 0.0054
C -3.44747 0.29884 -1.83401 0.0049 -0.0087 0.0165
O 3.71631 2.90665 -1.02441 -0.0095 0.0065 0.0004
H -4.88033 -1.20040 -1.27764 -0.0014 0.0014 0.0012
H -0.76707 -4.64896 -2.16920 0.0026 0.0020 -0.0025
C 4.55628 1.73787 -0.86261 0.0188 0.0261 0.0099
H -0.72070 3.38302 3.40334 0.0046 -0.0018 -0.0024
Ge -0.75563 0.84348 3.10672 -0.0504 0.0424 -0.0422
C 3.57280 0.55564 -0.84090 -0.0788 -0.0184 0.0384
C 1.36390 -3.84019 -0.86852 0.0014 -0.0012 -0.0098
C 4.55003 -2.42101 2.09166 -0.0026 -0.0058 0.0152
H 2.40092 5.29282 -0.90714 0.0014 0.0035 0.0007
N 0.09958 -1.34014 -0.43951 0.0200 -0.0064 -0.0310
C -1.30562 -1.84763 -0.48846 -0.0164 -0.0249 0.0399
C 4.68945 -2.70308 0.74186 0.0002 -0.0024 -0.0048
H -2.88697 -0.21539 2.15319 0.0058 -0.0073 0.0402
C -2.20804 -0.45566 2.96910 -0.0061 -0.0007 0.0147
N 0.68416 -3.15414 -1.97329 -0.0052 0.0069 0.0000
H 5.26111 1.71014 -1.68803 0.0032 -0.0031 0.0024
N -1.89631 1.32387 -0.18917 -0.0492 0.0427 -0.0146
C 0.79536 -2.10976 0.64784 0.0249 0.0099 0.0405
H -2.05392 1.68681 -2.70748 -0.0016 -0.0014 0.0051
H 4.78124 -3.17718 2.82991 -0.0003 0.0024 -0.0011
C 4.37792 -1.73531 -0.20494 -0.0327 0.0129 0.0066
C -2.98770 0.46230 -4.19413 0.0030 -0.0201 -0.0080
H 4.03298 -0.92952 3.54839 -0.0025 -0.0074 0.0068
C 3.92587 -0.48287 0.19135 0.0328 0.0086 -0.0487
C -0.94800 4.88300 -0.45840 0.0287 -0.0293 -0.0198
C 0.44760 0.96849 1.55379 0.0314 -0.0626 -0.0855
C 1.44366 4.80648 -0.78212 -0.0812 0.0117 -0.0010
C -3.88792 -0.56197 -4.44938 0.0031 0.0192 -0.0029
H -4.05615 -0.89737 -5.46396 0.0010 0.0010 -0.0011
N -1.37914 -3.27469 -0.71332 -0.0063 0.0027 0.0100
C -2.07125 2.62249 -0.23542 -0.0371 -0.0320 0.0244
H 1.78554 -1.40849 -1.69320 0.0199 0.0091 -0.0123
H 0.22998 -1.19708 -2.54148 0.0082 -0.0019 0.0023
Ru 0.19023 0.83801 -0.22902 -0.0055 -0.0527 0.1962
H -1.81573 -1.33518 -1.29943 -0.0150 0.0343 -0.0230
H -5.27800 -1.95247 -3.58816 0.0024 -0.0003 0.0005
C 0.25251 5.54637 -0.66719 0.0363 -0.0050 0.0080
H -5.04820 1.99143 -0.58337 -0.0043 0.0007 0.0047
C -4.35519 -0.72268 -2.09779 0.0113 -0.0041 0.0050
C -4.57478 -1.15259 -3.39736 -0.0098 -0.0036 0.0029
H 3.53244 0.07668 -1.82368 -0.0076 0.0030 -0.0020
H 0.88162 -0.63104 4.38801 0.0093 -0.0102 -0.0013
H -4.39425 1.87338 1.07905 -0.0019 0.0014 -0.0035
H -1.87586 5.42393 -0.33137 -0.0017 0.0021 -0.0004
N 2.26999 1.22964 -0.60553 0.0721 0.0792 -0.0130
C -1.50935 2.63239 3.35345 -0.0001 -0.0188 0.0353
C 4.12517 -1.16051 2.49522 0.0136 0.0105 -0.0175
N 0.19396 2.77382 -0.58712 -0.0081 0.1173 -0.0534
H -1.24442 -3.05652 -2.79138 -0.0037 -0.0037 0.0020
H 1.83096 -1.78064 0.69378 -0.0003 0.0159 -0.0109
C -3.23660 0.73851 -0.39735 0.0187 -0.0004 -0.0074
H 1.43405 1.34460 1.87176 -0.0005 -0.0209 -0.0640
H 1.21990 1.08053 4.69166 0.0098 -0.0146 0.0152
H -1.77300 -1.59882 0.46517 -0.0013 0.0043 -0.0208
H -2.77824 -0.41654 3.89861 -0.0099 -0.0191 -0.0010
N 0.73765 -3.53789 0.42025 -0.0012 0.0042 0.0103
C 3.82642 -0.19406 1.54865 -0.0247 -0.0025 0.0295
H -2.17047 2.88482 2.52410 -0.0120 0.0115 0.0020
H -0.12247 0.28305 5.51877 -0.0055 0.0019 0.0016
O -3.32740 3.07168 -0.22063 0.0202 -0.0320 -0.0092
H -1.84931 -1.47814 2.84548 0.0199 0.0134 -0.0012
C -2.76566 0.89016 -2.89161 -0.0012 0.0131 -0.0004
H 1.32310 -4.91575 -1.04231 -0.0002 0.0019 0.0016
H 3.49996 0.78861 1.86766 0.0122 -0.0039 -0.0020
H 2.40684 -3.52522 -0.83925 -0.0046 -0.0079 -0.0008
C 1.38007 3.43882 -0.71872 -0.0399 -0.0213 0.0039
H 0.27794 6.62481 -0.71622 0.0007 -0.0028 0.0007
C -0.72024 -3.57541 -1.98601 0.0037 -0.0034 -0.0036
H -2.45524 0.93188 -5.01100 -0.0007 -0.0012 -0.0009
C -0.95756 3.49778 -0.40546 0.0500 -0.0040 -0.0069
C -4.14757 1.90078 0.01605 0.0094 0.0310 -0.0079
C -0.66219 -3.95971 0.36372 0.0000 -0.0012 -0.0107
H 4.47707 -1.96074 -1.26149 0.0019 0.0003 -0.0065
H 5.09065 1.83948 0.08212 0.0019 -0.0057 -0.0091
H -1.14549 -3.73369 1.31634 0.0024 0.0008 -0.0003
H 5.03453 -3.67824 0.42399 0.0065 0.0006 -0.0009
H -2.08429 2.67608 4.27910 0.0020 0.0016 0.0016
C 0.42595 0.34131 4.57877 -0.0095 0.0377 0.0142
C 2.47715 2.50220 -0.76795 0.0355 -0.0912 0.0049
H -3.39910 -0.11442 0.25852 -0.0028 -0.0002 -0.0356
```
Positions in Å, forces in eV/Å.

Löwdin atomic charge list, values in e, 8 entries: atom 1 (H): 0.13, atom 2 (C): -0.16, atom 3 (H): 0.11, atom 4 (C): -0.22, atom 5 (O): 0.05, atom 6 (H): 0.12, atom 7 (H): 0.13, atom 8 (C): -0.04